1.
Density functional theory data (ωB97M-V/def2-TZVPD) for a cluster of 3 separate species, C37H72Cl2N4O8PSi4 in total in a non-equilibrium geometry.

Values from the calculation:
Orbital gap   7.041 eV
Total charge   +1
Multiplicity   1
LUMO level   -4.64 eV
Strongest force on any atom   0.0700 Eh/bohr
Energy   -127722.3733 eV

The geometry in XYZ format:
```
128
Properties=species:S:1:pos:R:3:lowdin_charge:R:1
C 6.36889 -6.12585 1.29686 -0.080
O 5.77503 -6.33605 0.01960 -0.194
C 5.34672 -5.15853 -0.62152 -0.224
C 3.91132 -4.72180 -0.23152 -0.174
C 3.09429 -5.94681 0.16423 -0.187
C 1.53740 -5.77141 0.21168 -0.144
C 1.01063 -4.48382 -0.36658 -0.099
C 1.05031 -4.39157 -1.75451 -0.085
P 1.62796 -5.69102 -2.91137 0.511
O 0.67940 -5.91740 -4.00521 -0.216
O 3.02735 -5.10480 -3.42555 -0.103
O 1.96113 -7.10807 -2.26410 -0.116
C 0.63004 -3.22105 -2.44896 -0.102
C 0.75394 -3.08184 -3.94687 -0.099
C -0.59121 -3.45642 -4.59275 -0.331
C -0.96810 -2.70799 -5.87968 -0.057
O -0.53590 -4.05530 -5.81544 -0.001
C 0.06628 -2.13510 -1.77091 -0.078
C -0.40249 -0.93356 -2.57027 -0.116
C 0.53801 0.29035 -2.44803 -0.170
C 1.78058 0.26188 -3.35629 -0.177
C 3.00023 -0.29283 -2.61061 -0.261
N 3.52561 0.65454 -1.59212 0.004
C -0.06046 -2.21627 -0.35745 0.032
C -0.70653 -1.13604 0.40089 -0.117
N -1.31174 0.04768 -0.05764 0.122
C -0.78660 -1.29071 1.74332 -0.193
O -1.40062 -0.35990 2.56697 0.113
C -2.43111 -0.92412 3.14483 -0.302
N -3.07583 -1.60060 3.79013 0.227
N -0.26534 -2.36039 2.37003 0.213
C 0.33816 -3.38408 1.78303 -0.096
C 0.77924 -4.36028 2.84617 -0.629
Cl 2.52008 -4.64246 2.96810 0.779
C -0.18698 -5.58653 2.98206 -0.747
C -1.33081 -5.23546 3.93178 -0.110
Cl 0.62221 -7.04135 3.57820 0.690
C 0.44453 -3.37712 0.35611 0.015
H 5.67452 -6.46310 2.07065 0.081
H 7.24321 -6.76871 1.35742 0.089
H 6.65682 -5.08702 1.44441 0.089
H 5.33516 -5.38281 -1.68876 0.114
H 6.06725 -4.34907 -0.48486 0.121
H 4.02063 -4.00383 0.58178 0.092
H 3.54013 -4.17463 -1.09566 0.086
H 3.36919 -6.82119 -0.40614 0.105
H 3.41381 -6.19908 1.16887 0.060
H 1.24538 -6.01519 1.22120 0.028
H 1.05487 -6.56060 -0.35334 0.112
H 3.52121 -5.81031 -3.86754 0.108
H 1.81434 -7.80022 -2.92397 0.113
H 1.49355 -3.71794 -4.40666 0.104
H 0.96985 -2.06990 -4.24228 0.080
H -1.39303 -3.71353 -3.91707 0.150
H -0.20214 -1.95670 -5.97241 0.108
H -2.02247 -2.53638 -5.72226 0.115
H -1.39983 -0.70116 -2.22904 0.096
H -0.53942 -1.13628 -3.62341 0.101
H -0.00129 1.23203 -2.54342 0.103
H 0.92037 0.28225 -1.42469 0.086
H 1.61086 -0.21779 -4.31608 0.099
H 2.01884 1.30380 -3.58190 0.111
H 3.82554 -0.53819 -3.27323 0.106
H 2.69069 -1.18147 -2.05783 0.095
H 3.19563 0.35394 -0.68218 0.051
H 3.08301 1.56115 -1.70888 0.062
H -0.69724 0.77445 -0.37841 0.089
H -2.15206 -0.06244 -0.59717 0.101
H -0.36894 -2.36827 3.38087 0.181
H 0.62117 -3.86377 3.80056 0.077
H -0.64185 -5.78465 2.01453 0.103
H -0.91787 -4.84350 4.86099 0.090
H -1.90097 -6.12597 4.17247 0.083
H -2.00410 -4.51181 3.47213 0.077
O -3.30505 4.19624 -4.54610 -0.271
Si -3.19160 5.18481 -5.86890 0.353
C -1.41852 5.73535 -6.11053 -0.162
C -4.26164 6.69987 -5.63184 -0.160
C -3.74895 4.30053 -7.41127 -0.164
Si -3.01220 4.24571 -2.93207 0.340
C -3.43038 2.60962 -2.12925 -0.165
C -4.03985 5.57883 -2.12205 -0.157
C -1.20038 4.60454 -2.61230 -0.159
H -1.08710 6.37409 -5.28936 0.024
H -1.32241 6.30103 -7.03879 0.037
H -0.74747 4.87486 -6.16347 0.034
H -5.28922 6.41637 -5.39450 0.038
H -4.27533 7.30131 -6.54246 0.037
H -3.88575 7.32528 -4.81966 0.025
H -4.78995 3.98149 -7.33193 0.034
H -3.13576 3.41918 -7.61019 0.032
H -3.66480 4.97129 -8.26803 0.037
H -4.48376 2.35800 -2.26408 0.037
H -3.22850 2.66162 -1.05610 0.029
H -2.82563 1.80117 -2.55390 0.013
H -3.73358 6.56941 -2.46205 0.028
H -3.92622 5.54423 -1.03635 0.035
H -5.09779 5.45024 -2.35935 0.040
H -0.93515 5.60802 -2.94760 0.027
H -0.56247 3.89114 -3.14149 0.022
H -0.97959 4.53682 -1.54409 0.032
O -1.17534 4.13290 6.67252 -0.266
Si -1.23251 2.91847 5.57241 0.340
C 0.21515 1.75012 5.81612 -0.156
C -1.15414 3.61611 3.83394 -0.156
C -2.80097 1.92797 5.71961 -0.150
Si -0.16374 5.35810 7.13299 0.354
C -0.89180 6.33100 8.54376 -0.163
C 0.12956 6.52269 5.69709 -0.162
C 1.48363 4.65778 7.68073 -0.162
H 1.16296 2.24490 5.59655 0.025
H 0.12181 0.88558 5.15248 0.012
H 0.25158 1.38932 6.84590 0.039
H -1.93046 4.36923 3.68528 0.039
H -1.30084 2.82309 3.09527 0.018
H -0.18627 4.08321 3.64134 0.025
H -3.68196 2.54972 5.55181 0.041
H -2.89135 1.46485 6.70367 0.040
H -2.79544 1.13586 4.96714 0.002
H -1.84646 6.78086 8.26451 0.035
H -0.20931 7.13372 8.82840 0.037
H -1.05548 5.69973 9.41922 0.035
H 0.67895 6.02839 4.89296 0.022
H 0.71227 7.38609 6.02278 0.036
H -0.81768 6.88279 5.28989 0.037
H 2.01051 4.18882 6.84689 0.022
H 1.34622 3.90668 8.46160 0.037
H 2.11967 5.45093 8.07751 0.036
```


2.
Density functional theory data (ωB97M-V/def2-TZVPD) for a cluster of 9 separate species, C37H72N11O9P in total in a non-equilibrium geometry.

Values from the calculation:
Orbital gap   7.764 eV
Total charge   0
Multiplicity   1
LUMO level   -0.26 eV
SMILES   [H]/N=C(/C)Cc1nc2c(C)c(C)ccc2nc1[PH2]=O.CNC(C)=O.CNC(C)=O.CNC(C)=O.CNC(C)=O.CNC(C)=O.CNC(C)=O.CNC(C)=O.CNC(C)=O
Strongest force on any atom   0.0716 Eh/bohr
Energy   -83645.7700 eV

The geometry in XYZ format:
```
130
Properties=species:S:1:pos:R:3:lowdin_charge:R:1
H -1.69800 7.36353 0.10495 0.046
N -1.49521 8.04836 0.85114 0.108
C -1.48323 7.42100 1.96512 -0.403
C -1.16992 8.26904 3.25677 -0.056
C -1.78450 5.86498 2.11560 -0.092
C -0.46763 5.10520 1.67451 -0.193
N 0.20511 5.63111 0.62675 0.166
C 1.35936 4.90643 0.36919 -0.144
C 2.23757 5.39343 -0.74093 -0.119
C 1.83619 6.66917 -1.56511 -0.055
C 3.52089 4.72574 -1.07132 -0.186
C 4.50507 5.19408 -2.20967 -0.049
C 3.95532 3.52027 -0.28359 -0.038
C 3.07548 3.05066 0.75517 -0.019
C 1.78886 3.72196 1.12135 -0.213
N 1.06690 3.16791 2.16211 0.117
C -0.05502 3.88233 2.42386 -0.278
P -1.11738 3.23039 3.83677 0.747
O -0.52686 3.80034 5.10405 -0.475
H -1.11615 9.35270 2.97674 0.074
H -0.15480 7.92562 3.61144 0.085
H -1.92435 8.07208 4.06258 0.074
H -2.61687 5.58939 1.42132 0.102
H -2.02961 5.71406 3.19382 0.087
H 0.80548 7.02482 -1.32737 0.062
H 1.92669 6.50119 -2.67034 0.072
H 2.55105 7.49408 -1.29714 0.088
H 4.94223 4.25045 -2.64173 0.071
H 5.29299 5.81521 -1.69955 0.092
H 3.92245 5.78063 -2.95789 0.067
H 4.91095 2.98384 -0.46629 0.103
H 3.37270 2.13399 1.32115 0.113
H -2.46857 3.59596 3.59598 -0.001
H -0.96928 1.80022 3.82118 0.010
C -6.97090 1.74841 2.33694 -0.073
N -5.98491 2.80708 2.42475 0.011
C -4.83732 2.94812 1.71490 -0.535
C -4.50581 1.89216 0.69362 0.000
O -4.10718 3.91262 1.91502 -0.010
H -7.93376 2.19202 2.07641 0.084
H -7.05435 1.27028 3.31463 0.085
H -6.70466 1.00287 1.59307 0.075
H -6.13989 3.55149 3.08896 0.143
H -3.56274 2.14312 0.21100 0.080
H -4.39857 0.91978 1.17796 0.089
H -5.28433 1.84889 -0.07003 0.087
C 0.17255 0.97594 -1.26161 -0.058
N 0.87950 2.11585 -1.80993 0.034
C 0.73401 2.69295 -3.02888 -0.544
C -0.28464 2.10505 -3.97141 -0.016
O 1.42224 3.66003 -3.33067 0.022
H -0.33664 1.29061 -0.34791 0.077
H 0.90230 0.20343 -1.01136 0.087
H -0.55621 0.57159 -1.95973 0.073
H 1.58142 2.56396 -1.23453 0.094
H -0.28398 2.67103 -4.90161 0.078
H -0.02973 1.06736 -4.19650 0.075
H -1.28266 2.16233 -3.53377 0.084
C 5.82684 0.47801 -4.00461 -0.064
N 5.10141 0.61571 -2.75685 0.013
C 4.80750 -0.34972 -1.84278 -0.550
C 5.27729 -1.75060 -2.12957 -0.011
O 4.18208 -0.06495 -0.83161 0.021
H 6.69912 1.13405 -3.97348 0.085
H 5.17576 0.79429 -4.82190 0.057
H 6.15152 -0.54467 -4.17811 0.080
H 4.75524 1.52965 -2.50125 0.117
H 4.97089 -2.40713 -1.31700 0.084
H 4.82952 -2.11499 -3.05598 0.085
H 6.36594 -1.77515 -2.20167 0.086
C 2.53846 1.17318 -6.45398 -0.061
N 2.21585 -0.22852 -6.26846 0.011
C 2.18919 -1.22002 -7.20035 -0.557
C 2.53280 -0.85798 -8.62224 -0.013
O 1.89372 -2.35962 -6.87335 0.024
H 3.39021 1.41477 -5.81587 0.064
H 1.67909 1.76863 -6.14155 0.070
H 2.78245 1.40573 -7.48689 0.079
H 1.97522 -0.54482 -5.34038 0.134
H 2.46820 -1.74859 -9.24432 0.083
H 1.82767 -0.11740 -9.00380 0.084
H 3.55182 -0.47077 -8.67706 0.084
C 6.03669 -6.77656 -1.90235 -0.077
N 6.75538 -5.63759 -2.43795 0.003
C 6.61822 -5.05158 -3.65791 -0.560
C 5.59986 -5.62742 -4.60729 -0.010
O 7.31124 -4.08785 -3.95315 0.014
H 5.52333 -6.46566 -0.99036 0.083
H 6.75860 -7.55691 -1.65341 0.082
H 5.31035 -7.16988 -2.60803 0.074
H 7.45502 -5.19779 -1.85848 0.140
H 5.60852 -5.05502 -5.53282 0.084
H 5.84563 -6.66505 -4.84001 0.085
H 4.60083 -5.56549 -4.17197 0.086
C -2.05564 -1.30074 8.15765 -0.074
N -2.74754 -1.60122 6.91978 0.003
C -2.28723 -1.47898 5.64755 -0.545
C -0.88354 -0.96992 5.45313 -0.008
O -3.00914 -1.77928 4.70334 0.006
H -2.01289 -2.20983 8.76070 0.083
H -2.62581 -0.54345 8.69903 0.084
H -1.04734 -0.93612 7.98379 0.076
H -3.69405 -1.94746 6.97246 0.138
H -0.65815 -0.92739 4.38841 0.079
H -0.78952 0.03590 5.86824 0.080
H -0.16951 -1.64365 5.92944 0.090
C -3.07413 -5.32069 2.52203 -0.090
N -2.07917 -4.26686 2.60910 0.018
C -0.93043 -4.13330 1.89990 -0.558
C -0.60684 -5.19429 0.87861 -0.017
O -0.19267 -3.17506 2.09695 0.013
H -4.03166 -4.87143 2.26231 0.063
H -3.15957 -5.79477 3.49964 0.083
H -2.81465 -6.06934 1.77980 0.075
H -2.22994 -3.51893 3.27411 0.107
H 0.33780 -4.95061 0.39546 0.079
H -0.50679 -6.16672 1.36387 0.083
H -1.38602 -5.23315 0.11532 0.082
C -8.45624 -5.49097 2.97052 -0.077
N -7.04830 -5.77447 2.77749 0.008
C -6.41671 -6.97937 2.81992 -0.533
C -7.25199 -8.20161 3.10099 -0.010
O -5.21069 -7.04522 2.63345 0.023
H -8.84047 -5.00988 2.06885 0.083
H -8.55963 -4.80149 3.81077 0.083
H -9.03052 -6.39114 3.17075 0.074
H -6.42729 -5.00256 2.58516 0.132
H -6.61093 -9.08097 3.10292 0.084
H -7.72655 -8.11720 4.08026 0.085
H -8.00938 -8.32729 2.32519 0.085
```


- Which of these has the lowest strongest force on any atom?
  C37H72Cl2N4O8PSi4